# 1
{
  "formula": "C36H48ClN3O3P2RbSb",
  "method": "ωB97M-V with the def2-TZVPD basis set",
  "elements": ["Rb", "C", "N", "C", "C", "O", "C", "O", "C", "C", "O", "N", "C", "C", "H", "H", "H", "H", "H", "H", "H", "H", "H", "H", "H", "H", "H", "H", "H", "H", "N", "P", "C", "C", "C", "C", "C", "C", "C", "C", "C", "C", "C", "C", "P", "C", "C", "C", "C", "C", "C", "C", "C", "C", "C", "C", "C", "H", "H", "H", "H", "H", "H", "H", "H", "H", "H", "H", "H", "H", "H", "H", "H", "H", "H", "H", "H", "H", "Cl", "C", "H", "H", "C", "Sb", "C", "C", "H", "H", "H", "H", "H", "H", "H", "H", "H"],
  "coordinates": [[0.1876, -0.2693, 0.4634], [-0.7871, -1.3731, -4.7579], [0.5988, -1.3042, -4.3532], [1.5880, -1.1746, -5.3947], [0.8847, -1.2848, -3.0393], [0.0307, -1.3680, -2.1755], [2.3555, -1.1188, -2.6721], [2.4334, -1.1257, -1.2775], [3.6676, -0.6813, -0.7936], [3.5227, -0.5123, 0.7154], [2.5613, -0.9671, 1.3075], [4.5188, 0.1475, 1.3321], [5.6410, 0.7369, 0.6428], [4.3953, 0.4616, 2.7392], [-1.0080, -2.3412, -5.2084], [-1.0102, -0.5756, -5.4650], [-1.3966, -1.2536, -3.8660], [1.1056, -1.3631, -6.3507], [2.3927, -1.8983, -5.2634], [2.0254, -0.1719, -5.4111], [2.7209, -0.1610, -3.0767], [2.9676, -1.9271, -3.1001], [3.9396, 0.2777, -1.2583], [4.4717, -1.4068, -1.0044], [5.3640, 1.6613, 0.1266], [6.0677, 0.0388, -0.0751], [6.4080, 0.9788, 1.3747], [3.4498, 0.0591, 3.0940], [4.4061, 1.5426, 2.8852], [5.2167, 0.0132, 3.2996], [-0.2049, 3.1247, 1.4924], [-1.4234, 1.6073, 2.4352], [-1.5807, 2.7645, 3.8578], [-1.6397, 4.1444, 3.6655], [-1.7528, 5.0090, 4.7371], [-1.8097, 4.5108, 6.0290], [-1.7229, 3.1453, 6.2376], [-1.6056, 2.2807, 5.1631], [-2.7827, 2.1607, 1.3314], [-3.7935, 3.0098, 1.7662], [-4.8143, 3.3849, 0.9137], [-4.8613, 2.9012, -0.3806], [-3.8764, 2.0332, -0.8148], [-2.8464, 1.6694, 0.0332], [0.4347, 2.8210, 0.0073], [-0.8551, 3.5881, -1.0574], [-1.1907, 3.0432, -2.2880], [-2.1789, 3.6288, -3.0613], [-2.8317, 4.7636, -2.6082], [-2.4801, 5.3258, -1.3905], [-1.4906, 4.7436, -0.6241], [1.6127, 4.2229, -0.2685], [2.0816, 5.0191, 0.7667], [2.9923, 6.0303, 0.5148], [3.4346, 6.2609, -0.7758], [2.9620, 5.4787, -1.8192], [2.0673, 4.4582, -1.5637], [0.5438, 3.0879, 2.1846], [-1.5871, 4.5273, 2.6585], [-1.8018, 6.0749, 4.5599], [-1.9105, 5.1838, 6.8682], [-1.7526, 2.7454, 7.2429], [-1.5266, 1.2201, 5.3538], [-3.7809, 3.4052, 2.7708], [-5.5815, 4.0542, 1.2746], [-5.6596, 3.2017, -1.0430], [-3.8912, 1.6457, -1.8229], [-2.0724, 1.0026, -0.3321], [-0.6921, 2.1389, -2.6292], [-2.4533, 3.1960, -4.0157], [-3.6149, 5.2111, -3.2059], [-2.9789, 6.2195, -1.0399], [-1.1988, 5.1656, 0.3267], [1.7156, 4.8586, 1.7717], [3.3583, 6.6441, 1.3261], [4.1430, 7.0528, -0.9725], [3.2949, 5.6698, -2.8310], [1.6898, 3.8455, -2.3748], [-2.6757, -0.9794, 1.9302], [-2.6795, 0.2684, 3.1903], [-2.3124, -0.2328, 4.0839], [-3.7123, 0.5904, 3.3460], [-1.1925, -5.2694, -0.1890], [0.0299, -3.5060, 0.1168], [1.8809, -4.4982, -0.4045], [0.2473, -3.8990, 2.2245], [-0.7031, -6.1455, 0.2244], [-1.3796, -5.4319, -1.2463], [-2.1464, -5.1265, 0.3088], [1.8991, -5.5104, -0.0115], [2.6951, -3.9253, 0.0260], [2.0164, -4.5365, -1.4814], [0.6375, -4.8964, 2.4000], [-0.7199, -3.8071, 2.7093], [0.9246, -3.1676, 2.6546]],
  "e_tot_ha": -3197.751432,
  "lumo_energy_ev": -0.216,
  "charge": 0,
  "largest_force_ev_per_a": 1.42,
  "multiplicity": 1
}

# 2
{
  "formula": "C36H48N4P2PrS3",
  "method": "ωB97M-V with the def2-TZVPD basis set",
  "elements": ["Pr", "S", "P", "C", "P", "S", "C", "C", "C", "C", "C", "C", "C", "C", "C", "C", "C", "C", "C", "C", "C", "C", "C", "C", "C", "C", "C", "C", "C", "C", "H", "H", "H", "H", "H", "H", "H", "H", "H", "H", "H", "H", "H", "H", "H", "H", "H", "H", "H", "H", "N", "C", "C", "N", "H", "H", "H", "H", "H", "H", "H", "H", "C", "C", "C", "C", "N", "C", "S", "N", "C", "C", "C", "C", "H", "H", "H", "H", "H", "H", "H", "H", "H", "H", "H", "H", "H", "H", "H", "H", "H", "H", "H", "H"],
  "coordinates": [[-0.8562, -0.6975, 0.8966], [1.3795, -0.5970, -0.6850], [1.5644, 1.1590, 0.4296], [0.2291, 1.5169, 1.3786], [-1.1005, 2.3617, 0.7701], [-2.4057, 1.2269, -0.3750], [-0.7574, 3.8836, -0.1492], [-1.3980, 4.1939, -1.3402], [-1.1316, 5.3990, -1.9797], [-0.2211, 6.2884, -1.4307], [0.4232, 5.9800, -0.2368], [0.1516, 4.7846, 0.4047], [-2.0757, 2.9244, 2.2029], [-3.3039, 3.5563, 2.0087], [-4.0431, 3.9970, 3.0908], [-3.5648, 3.8112, 4.3851], [-2.3416, 3.1939, 4.5870], [-1.5974, 2.7558, 3.4956], [2.0972, 2.4058, -0.7671], [3.1352, 3.2797, -0.4645], [3.5143, 4.2538, -1.3792], [2.8539, 4.3604, -2.5943], [1.8153, 3.4880, -2.9001], [1.4437, 2.5106, -1.9933], [2.9705, 0.8868, 1.5457], [3.9111, -0.1135, 1.3209], [4.9616, -0.3025, 2.2112], [5.0798, 0.5150, 3.3254], [4.1490, 1.5222, 3.5513], [3.0946, 1.7044, 2.6693], [-2.1014, 3.4936, -1.7723], [-1.6344, 5.6377, -2.9071], [-0.0128, 7.2248, -1.9312], [1.1341, 6.6743, 0.1901], [0.6547, 4.5437, 1.3343], [-3.6881, 3.6984, 1.0048], [-4.9932, 4.4874, 2.9283], [-4.1448, 4.1575, 5.2301], [-1.9568, 3.0662, 5.5903], [-0.6195, 2.3082, 3.6344], [3.6613, 3.2082, 0.4811], [4.3270, 4.9269, -1.1420], [3.1495, 5.1183, -3.3075], [1.2967, 3.5694, -3.8460], [0.6366, 1.8276, -2.2356], [3.8266, -0.7429, 0.4450], [5.6876, -1.0836, 2.0300], [5.8984, 0.3721, 4.0186], [4.2412, 2.1639, 4.4175], [2.3482, 2.4668, 2.8562], [-0.6914, -0.8412, 3.5932], [0.0465, -1.9992, 4.1321], [1.2564, -2.2715, 3.2655], [0.8126, -2.5872, 1.8998], [-0.1440, 0.0144, 3.6988], [-1.5467, -0.6924, 4.1236], [-0.6244, -2.8616, 4.1205], [0.3540, -1.8449, 5.1696], [1.8633, -3.0655, 3.7098], [1.8899, -1.3790, 3.2130], [0.4190, -3.5230, 1.8462], [1.5904, -2.5454, 1.2451], [-4.3622, -3.2303, -3.4580], [-4.1239, -1.7285, -3.5696], [-2.6590, -1.3028, -3.6063], [-1.8595, -1.6242, -2.3532], [-1.4551, -3.0332, -2.2994], [-1.5859, -3.8570, -1.2642], [-2.1194, -3.3341, 0.2813], [-1.3159, -5.1625, -1.4131], [-0.8350, -5.8801, -2.5954], [0.5053, -6.5660, -2.3634], [1.7321, -5.6594, -2.3890], [1.8161, -4.6299, -1.2660], [-5.4131, -3.4750, -3.6075], [-4.0846, -3.6196, -2.4772], [-3.7934, -3.7809, -4.2132], [-4.6159, -1.2194, -2.7350], [-4.6102, -1.3534, -4.4726], [-2.5990, -0.2219, -3.7501], [-2.1569, -1.7419, -4.4776], [-2.4689, -1.4354, -1.4657], [-0.9624, -1.0010, -2.2936], [-1.1419, -3.4262, -3.1716], [-1.4587, -5.7039, -0.5743], [-0.7565, -5.1984, -3.4397], [-1.5974, -6.6086, -2.8765], [0.6048, -7.3339, -3.1333], [0.4625, -7.1043, -1.4098], [1.7827, -5.1516, -3.3582], [2.6176, -6.2965, -2.3477], [1.0770, -3.8345, -1.3681], [2.7957, -4.1519, -1.2546], [1.6679, -5.1047, -0.2915]],
  "e_tot_ha": -4013.905250,
  "lumo_energy_ev": [-2.026, -1.984],
  "charge": 1,
  "largest_force_ev_per_a": 0.55,
  "multiplicity": 3,
  "s_squared": 2.003
}

# 3
{
  "formula": "C36H49BN9",
  "method": "ωB97M-V with the def2-TZVPD basis set",
  "elements": ["B", "H", "H", "H", "H", "N", "C", "C", "C", "C", "H", "H", "H", "H", "H", "N", "C", "C", "C", "C", "H", "H", "H", "H", "H", "N", "C", "C", "C", "C", "H", "H", "H", "H", "H", "N", "C", "C", "C", "C", "H", "H", "H", "H", "H", "N", "C", "C", "C", "C", "H", "H", "H", "H", "H", "N", "C", "C", "C", "C", "H", "H", "H", "H", "H", "N", "C", "C", "C", "C", "H", "H", "H", "H", "H", "N", "C", "C", "C", "C", "H", "H", "H", "H", "H", "N", "C", "C", "C", "C", "H", "H", "H", "H", "H"],
  "coordinates": [[37.3980, 14.4720, 42.4520], [37.1770, 15.1630, 43.4480], [38.4960, 14.5840, 42.1840], [37.0300, 13.2460, 42.7460], [36.5830, 15.0250, 41.5350], [43.7960, 13.7630, 43.7870], [42.5820, 13.1330, 44.2030], [41.4670, 14.0310, 43.6050], [42.2230, 15.3420, 43.2430], [43.7220, 15.0630, 43.3480], [44.7910, 13.2920, 43.8190], [42.7030, 12.0980, 44.6890], [40.5630, 13.6780, 43.2700], [41.9640, 16.3010, 43.0660], [44.4810, 15.5770, 43.1820], [35.0940, 16.7590, 44.9580], [34.9850, 16.9140, 46.3180], [35.4170, 18.2880, 46.5490], [35.8390, 18.8950, 45.2230], [35.7000, 17.7450, 44.2330], [34.6870, 15.9130, 44.2410], [34.6200, 16.0830, 47.0170], [35.3160, 18.8740, 47.5050], [36.0710, 19.8290, 44.9830], [35.8940, 17.8010, 42.9560], [38.3560, 17.2300, 46.1930], [39.2300, 16.4320, 45.4340], [40.5450, 16.5220, 46.2020], [40.2910, 17.5080, 47.4620], [38.8380, 17.7030, 47.3950], [37.3950, 17.4060, 45.8840], [38.9940, 15.8850, 44.4980], [41.5710, 15.9880, 46.0460], [40.9390, 17.7810, 48.1750], [38.2690, 18.3760, 47.8690], [40.2700, 10.4890, 44.7720], [40.3770, 10.6130, 46.0980], [39.6570, 11.9270, 46.4350], [39.2230, 12.5710, 45.1030], [39.6580, 11.5010, 44.0960], [40.7410, 9.7270, 44.2280], [40.8440, 9.8590, 46.7220], [39.5430, 12.3260, 47.5060], [38.5790, 13.5790, 44.8070], [39.4960, 11.4480, 43.1250], [37.1440, 18.0460, 41.3910], [38.3070, 18.8140, 41.4360], [37.9180, 20.2170, 40.8150], [36.4110, 20.1610, 40.8350], [35.9880, 18.8130, 41.2620], [37.0380, 17.0610, 41.6780], [39.0340, 18.3950, 41.7120], [38.7250, 20.9750, 40.4950], [35.8630, 20.9490, 40.8390], [34.9720, 18.4050, 41.3690], [42.1550, 13.5510, 39.4010], [41.5850, 14.6490, 40.1240], [41.4930, 15.7820, 39.0860], [42.0000, 15.3180, 37.7970], [42.2890, 13.8020, 37.9940], [42.2390, 12.6320, 39.9450], [41.1620, 14.7450, 41.0720], [41.0220, 16.8000, 39.1560], [42.1850, 15.8550, 36.9340], [42.7240, 13.2120, 37.2360], [38.2220, 11.2250, 41.2700], [38.4920, 11.1660, 39.9420], [38.9280, 9.7420, 39.4990], [38.9250, 8.9100, 40.7470], [38.4070, 9.8720, 41.8170], [37.7410, 11.9480, 41.8360], [38.6490, 12.0370, 39.3570], [39.2200, 9.5100, 38.3320], [39.0590, 7.8640, 40.7100], [38.1470, 9.5720, 42.8330], [33.1670, 13.1320, 38.5800], [33.8710, 13.9340, 39.4150], [33.6880, 15.3910, 39.0440], [32.8100, 15.3300, 37.8280], [32.4490, 13.9600, 37.5450], [33.2780, 12.0510, 38.3520], [34.5790, 13.6200, 40.3280], [33.6610, 16.3210, 39.6180], [32.3560, 16.1130, 37.2540], [32.0100, 13.5130, 36.8730], [34.1650, 14.0330, 43.0000], [34.0240, 13.7410, 44.2930], [32.4340, 13.6470, 44.4350], [31.9770, 14.3040, 43.2060], [33.1110, 14.5270, 42.2810], [35.1380, 14.2930, 42.6750], [34.9390, 13.4510, 44.9380], [31.8390, 13.4430, 45.3640], [31.0420, 14.5370, 42.9130], [33.0990, 15.1330, 41.3250]],
  "e_tot_ha": -1918.008122,
  "lumo_energy_ev": 2.444,
  "charge": -1,
  "largest_force_ev_per_a": 17.52,
  "multiplicity": 1
}

# 4
{
  "formula": "C36H49GaN4O3P2S2",
  "method": "ωB97M-V with the def2-TZVPD basis set",
  "elements": ["Ga", "C", "C", "N", "C", "C", "S", "C", "C", "S", "C", "N", "C", "H", "H", "H", "H", "H", "H", "H", "H", "C", "C", "C", "C", "C", "C", "P", "C", "C", "C", "C", "C", "C", "C", "C", "C", "C", "C", "C", "H", "H", "H", "H", "H", "H", "H", "H", "H", "H", "H", "H", "H", "H", "H", "C", "C", "O", "P", "O", "C", "C", "O", "C", "C", "H", "H", "H", "H", "H", "H", "H", "H", "H", "H", "H", "H", "H", "H", "H", "N", "C", "C", "N", "C", "C", "H", "H", "H", "H", "H", "H", "H", "H", "H", "H", "H"],
  "coordinates": [[0.4052, 0.3034, 0.2619], [-0.9742, 2.7280, -2.0554], [0.4811, 2.6156, -1.7700], [1.0447, 1.7111, -0.9905], [2.4169, 1.9011, -0.8622], [2.8873, 2.9493, -1.5761], [1.6051, 3.7208, -2.4053], [3.1165, 0.9972, 0.0469], [4.4071, 0.9811, 0.4564], [4.6429, -0.2505, 1.6193], [3.0135, -0.7098, 1.5215], [2.3359, 0.0195, 0.6486], [2.4357, -1.8020, 2.3527], [-1.5380, 1.9565, -1.5332], [-1.1693, 2.6308, -3.1237], [-1.3405, 3.7074, -1.7439], [3.8993, 3.3169, -1.6428], [5.2149, 1.6335, 0.1643], [2.8464, -1.7723, 3.3615], [2.6760, -2.7826, 1.9376], [1.3509, -1.7094, 2.4200], [0.0800, -5.3841, -1.5848], [0.9163, -4.5925, -0.8037], [0.5211, -3.3113, -0.4519], [-0.7101, -2.8142, -0.8805], [-1.5476, -3.6124, -1.6620], [-1.1462, -4.8925, -2.0147], [-1.3205, -1.2535, -0.2258], [-2.2497, -1.5834, 1.2691], [-1.7172, -1.3294, 2.5323], [-2.4271, -1.6813, 3.6698], [-3.6678, -2.2918, 3.5462], [-4.1971, -2.5612, 2.2884], [-3.4935, -2.2128, 1.1490], [-2.3878, -0.4801, -1.4498], [-2.0914, -0.5909, -2.8110], [-2.8993, 0.0327, -3.7472], [-4.0014, 0.7737, -3.3328], [-4.2995, 0.8871, -1.9810], [-3.4970, 0.2619, -1.0374], [0.3775, -6.3913, -1.8450], [1.8603, -4.9883, -0.4513], [1.1694, -2.7046, 0.1727], [-2.5139, -3.2500, -1.9909], [-1.8005, -5.5135, -2.6118], [-0.7323, -0.8820, 2.6415], [-2.0165, -1.4906, 4.6523], [-4.2231, -2.5682, 4.4325], [-5.1589, -3.0479, 2.1997], [-3.9185, -2.4271, 0.1756], [-1.2570, -1.1996, -3.1406], [-2.6913, -0.0771, -4.8034], [-4.6410, 1.2446, -4.0676], [-5.1715, 1.4432, -1.6637], [-3.7548, 0.3289, 0.0117], [-3.2592, 3.3641, 3.0807], [-2.5163, 2.4248, 2.1682], [-1.3094, 1.9583, 2.8661], [0.0840, 1.7390, 2.1932], [1.0031, 1.3131, 3.3805], [0.5953, 0.7818, 4.7067], [0.7328, 1.8579, 5.7479], [0.6648, 3.0700, 1.6087], [0.8431, 4.2973, 2.4424], [0.1958, 5.4548, 1.7363], [-4.2244, 3.6104, 2.6378], [-2.7081, 4.2908, 3.2351], [-3.4418, 2.8944, 4.0460], [-2.2094, 2.9135, 1.2389], [-3.0945, 1.5291, 1.9407], [1.2691, -0.0538, 4.8817], [-0.4282, 0.4210, 4.6239], [1.7503, 2.2445, 5.7793], [0.5037, 1.4382, 6.7280], [0.0363, 2.6755, 5.5629], [1.9186, 4.4118, 2.5496], [0.4062, 4.1058, 3.4221], [0.6075, 5.5837, 0.7353], [0.3934, 6.3696, 2.2958], [-0.8856, 5.3323, 1.6702], [3.6013, -1.9510, -4.8049], [3.6899, -2.6881, -3.4934], [3.2397, -1.7685, -2.3617], [1.8960, -1.2190, -2.5506], [1.8284, -0.5201, -3.8351], [2.2221, -1.3867, -5.0285], [3.8557, -2.5737, -5.5769], [4.2896, -1.1932, -4.8204], [4.7159, -3.0318, -3.3709], [3.0345, -3.5549, -3.5854], [3.9419, -0.9342, -2.2599], [3.2802, -2.3377, -1.4322], [1.2302, -1.9893, -2.5420], [2.4872, 0.3537, -3.7813], [0.8188, -0.1443, -4.0051], [2.2341, -0.8305, -5.9645], [1.5578, -2.2446, -5.1366]],
  "e_tot_ha": -5248.643379,
  "lumo_energy_ev": -9.972,
  "charge": 4,
  "largest_force_ev_per_a": 0.56,
  "multiplicity": 1
}